Record 1
C15H16ClN2O3Zr | wB97M-V/def2-TZVPD

Properties
strongest force on any atom = 0.023 Eh/bohr
net charge = +3
2S+1 = 1
frontier orbital gap = 5.45 eV
calculated total energy = -1422.6749 Ha

Last column: Mulliken charge in e.
Atoms and positions in Å:
Zr (0.01, 0.51, 0.81)  1.283
C (0.13, 0.64, 4.52)  -1.684
C (-0.71, 0.61, 3.29)  1.058
C (-1.19, -0.61, 2.75)  -0.284
C (-2.11, -0.63, 1.69)  -0.462
C (-2.55, 0.56, 1.10)  -0.673
C (-2.06, 1.78, 1.59)  -0.548
C (-1.14, 1.80, 2.66)  -0.556
H (0.78, -0.23, 4.60)  0.416
H (-0.56, 0.61, 5.38)  0.375
H (0.71, 1.56, 4.61)  0.441
H (-0.92, -1.54, 3.23)  0.588
H (-2.54, -1.58, 1.38)  0.552
H (-3.33, 0.55, 0.35)  0.532
H (-2.46, 2.71, 1.22)  0.556
H (-0.84, 2.75, 3.08)  0.591
Cl (4.80, 0.61, 0.60)  -0.046
C (3.67, -0.69, 0.77)  -0.257
C (2.27, -0.23, 0.89)  0.844
O (1.27, -1.06, 0.85)  -0.527
O (1.92, 1.02, 1.06)  -0.588
H (3.88, -1.29, 1.66)  0.348
H (3.72, -1.37, -0.08)  0.357
N (-0.49, -3.12, -3.68)  -0.283
C (-0.40, -1.90, -4.25)  0.406
O (-0.47, -1.68, -5.43)  -0.528
C (-0.23, -0.68, -3.34)  -0.020
C (-0.02, 0.53, -4.02)  -0.040
C (0.14, 1.73, -3.33)  -0.939
C (0.07, 1.70, -1.97)  -0.100
N (-0.15, 0.54, -1.29)  0.045
C (-0.29, -0.64, -1.98)  -0.097
H (-0.60, -3.91, -4.30)  0.264
H (-0.36, -3.32, -2.71)  0.135
H (0.01, 0.49, -5.10)  0.572
H (0.31, 2.67, -3.84)  0.488
H (0.18, 2.61, -1.39)  0.474
H (-0.45, -1.53, -1.39)  0.310

***

Record 2
C31H33InN4O2S3Se | wB97M-V/def2-TZVPD

Properties
strongest force on any atom = 0.010 Eh/bohr
net charge = +2
2S+1 = 1
frontier orbital gap = 6.61 eV
calculated total energy = -5356.2820 Ha

Last column: Mulliken charge in e.
Atoms and positions in Å:
In (0.15, -0.14, -0.27)  0.625
C (-1.90, 2.48, 1.34)  -1.241
O (-0.67, 1.76, 1.12)  -0.008
C (0.41, 2.17, 1.92)  0.583
C (0.55, 3.47, 2.38)  -0.658
C (1.65, 3.78, 3.17)  -0.749
C (2.60, 2.80, 3.47)  -1.005
C (2.44, 1.51, 3.01)  -0.265
C (1.33, 1.18, 2.24)  0.488
N (1.05, -0.12, 1.74)  0.227
N (1.78, -1.06, 2.21)  -0.414
C (1.69, -2.34, 1.81)  -0.122
C (0.75, -2.85, 0.88)  1.064
O (-0.21, -2.12, 0.37)  -0.672
C (0.81, -4.22, 0.53)  -0.834
C (1.73, -5.04, 1.09)  -0.911
C (2.68, -4.59, 2.05)  0.785
C (3.61, -5.48, 2.62)  -0.958
C (4.51, -5.03, 3.55)  -0.590
C (4.50, -3.68, 3.93)  -0.780
C (3.60, -2.80, 3.38)  -0.414
C (2.67, -3.23, 2.43)  0.765
H (-2.13, 2.49, 2.40)  0.447
H (-1.83, 3.50, 0.96)  0.454
H (-2.68, 1.93, 0.82)  0.279
H (-0.18, 4.23, 2.16)  0.405
H (1.77, 4.78, 3.54)  0.444
H (3.45, 3.06, 4.08)  0.432
H (3.16, 0.74, 3.25)  0.403
H (0.08, -4.60, -0.18)  0.434
H (1.75, -6.09, 0.82)  0.423
H (3.60, -6.52, 2.31)  0.423
H (5.23, -5.71, 3.99)  0.416
H (5.20, -3.33, 4.67)  0.433
H (3.60, -1.77, 3.70)  0.400
C (-2.79, 1.29, -1.94)  -0.934
C (-1.67, 2.33, -2.06)  -0.626
S (0.04, 1.76, -2.14)  0.069
C (0.17, 0.90, -3.73)  -0.204
C (-0.58, -0.41, -3.92)  -0.964
S (-0.14, -1.65, -2.67)  0.041
C (-1.70, -2.45, -2.25)  -0.358
C (-2.87, -1.54, -1.88)  -1.030
S (-2.52, -0.11, -0.79)  0.075
H (-3.03, 0.87, -2.91)  0.540
H (-3.68, 1.80, -1.60)  0.566
H (-1.67, 2.99, -1.19)  0.169
H (-1.86, 2.96, -2.93)  0.654
H (1.25, 0.74, -3.85)  -0.254
H (-0.12, 1.62, -4.49)  0.735
H (-0.33, -0.80, -4.91)  0.638
H (-1.66, -0.26, -3.91)  0.390
H (-1.42, -3.06, -1.39)  -0.035
H (-2.01, -3.11, -3.06)  0.690
H (-3.61, -2.14, -1.35)  0.532
H (-3.36, -1.13, -2.75)  0.486
C (4.38, 2.05, -2.72)  -1.041
N (3.93, 0.77, -3.25)  0.446
C (3.29, -0.19, -2.57)  -0.926
Se (2.87, -0.19, -0.75)  -0.064
N (3.06, -1.21, -3.41)  0.491
C (3.59, -0.92, -4.67)  0.489
C (3.63, -1.64, -5.86)  -0.957
C (4.25, -1.02, -6.93)  -0.548
C (4.81, 0.26, -6.82)  -0.672
C (4.77, 0.97, -5.63)  -0.727
C (4.14, 0.35, -4.56)  0.887
H (3.96, 2.20, -1.73)  0.333
H (4.05, 2.85, -3.39)  0.365
H (5.47, 2.06, -2.66)  0.371
H (2.66, -2.08, -3.11)  0.290
H (3.21, -2.64, -5.94)  0.467
H (4.32, -1.55, -7.87)  0.424
H (5.29, 0.70, -7.68)  0.423
H (5.21, 1.95, -5.55)  0.459

***

Record 3
C12H21AlBClCsF4LiN3O7S | wB97M-V/def2-TZVPD

Properties
strongest force on any atom = 0.162 Eh/bohr
net charge = +1
2S+1 = 1
ΔE to the lowest compared entry with this formula, charge and spin = 232.8 kcal/mol
frontier orbital gap = 1.33 eV
calculated total energy = -2712.2164 Ha

Last column: Mulliken charge in e.
Atoms and positions in Å:
C (0.35, 2.55, -2.14)  -0.518
C (1.76, 1.97, -2.81)  -0.349
C (2.89, 1.54, -1.71)  0.050
N (2.85, 0.09, -1.28)  -0.804
N (1.79, -0.04, -0.40)  0.912
C (0.48, -0.61, -0.90)  -0.857
N (-0.56, -0.62, 0.20)  -0.587
C (0.18, -0.05, 1.40)  -0.354
S (-0.67, 0.19, 3.09)  0.922
O (0.32, -0.01, 4.29)  -0.509
O (-1.95, -0.68, 3.24)  -0.567
C (-1.23, 2.02, 3.11)  0.624
F (-1.69, 2.46, 4.46)  -0.129
F (-0.09, 2.86, 2.59)  -0.215
F (-2.35, 2.12, 2.10)  -0.212
C (1.77, 0.34, 1.06)  0.246
B (2.93, 0.95, 2.05)  0.380
C (3.85, 2.28, 1.78)  -0.458
O (3.20, 0.19, 3.32)  -0.469
H (-0.50, 1.78, -2.44)  0.151
H (0.02, 3.59, -2.57)  0.306
H (0.43, 2.53, -0.96)  0.045
H (2.20, 2.89, -3.43)  0.289
H (1.46, 1.07, -3.54)  0.200
H (2.76, 2.27, -0.79)  -0.463
H (3.95, 1.81, -2.19)  0.316
H (2.72, -0.57, -2.10)  0.365
H (0.33, -0.95, -2.02)  0.799
H (-1.54, -0.95, 0.06)  0.425
H (3.15, 3.15, 1.40)  -0.319
H (4.69, 1.97, 1.01)  0.388
H (4.39, 2.61, 2.79)  0.365
H (3.19, 0.92, 4.03)  0.343
O (-4.05, -4.11, 5.90)  -0.356
C (-3.75, -4.51, 4.66)  -0.170
C (-2.50, -3.66, 4.12)  0.124
O (-2.20, -4.05, 2.87)  -0.475
H (-4.53, -4.40, 3.89)  0.260
H (-3.46, -5.57, 4.53)  0.256
H (-1.71, -3.78, 4.89)  0.256
H (-2.78, -2.60, 4.27)  0.135
Cs (-0.24, -2.88, -1.07)  1.129
Li (3.30, 4.28, 0.17)  0.508
Cl (-1.47, 4.45, 3.73)  -0.576
C (-3.45, -2.08, -6.71)  -0.792
C (-2.42, -2.28, -5.61)  0.745
O (-2.87, -2.26, -4.43)  -0.633
O (-1.23, -2.43, -6.02)  -0.410
H (-4.45, -1.95, -6.29)  0.265
H (-3.20, -1.19, -7.29)  0.270
H (-3.46, -2.95, -7.37)  0.278
Al (2.96, 6.39, -1.27)  0.326
F (0.40, -4.06, -5.66)  -0.456

***

Record 4
C18H54O18 | wB97M-V/def2-TZVPD

Properties
strongest force on any atom = 0.069 Eh/bohr
net charge = 0
2S+1 = 1
SMILES string = OCCO.OCCO.OCCO.OCCO.OCCO.OCCO.OCCO.OCCO.OCCO
ΔE to the lowest compared entry with this formula, charge and spin = 72.8 kcal/mol
frontier orbital gap = 9.96 eV
calculated total energy = -2072.2868 Ha

Last column: Mulliken charge in e.
Atoms and positions in Å:
C (-2.28, -2.75, 3.06)  -0.870
C (-2.08, -1.95, 1.80)  0.243
O (-0.99, -2.52, 1.05)  -0.414
O (-1.19, -2.61, 3.97)  -0.510
H (-2.43, -3.83, 2.94)  0.352
H (-3.22, -2.49, 3.54)  0.398
H (-1.70, -0.96, 2.06)  -0.041
H (-2.91, -1.88, 1.10)  0.375
H (-0.18, -2.54, 1.57)  0.186
H (-0.38, -2.85, 3.51)  0.321
C (2.59, 0.59, 2.87)  0.461
C (1.97, -0.14, 4.20)  -0.256
O (2.58, -1.42, 4.43)  -0.556
O (3.97, 0.99, 3.12)  -0.582
H (1.93, 1.43, 2.64)  0.015
H (2.49, -0.07, 2.02)  0.015
H (0.90, -0.32, 4.08)  -0.045
H (2.03, 0.49, 5.08)  0.373
H (3.51, -1.17, 4.53)  0.351
H (4.34, 1.53, 2.42)  0.312
C (-0.38, -4.93, -3.26)  -0.699
C (-0.61, -3.66, -2.40)  0.456
O (-1.77, -3.80, -1.66)  -0.654
O (0.09, -6.09, -2.58)  -0.537
H (0.38, -4.66, -4.00)  0.268
H (-1.25, -5.29, -3.80)  0.426
H (-0.75, -2.74, -2.98)  0.032
H (0.21, -3.51, -1.70)  -0.107
H (-1.77, -3.18, -0.93)  0.298
H (-0.05, -6.87, -3.12)  0.315
C (3.46, -3.43, -1.40)  0.359
C (3.99, -3.05, -2.90)  -0.189
O (5.34, -3.55, -3.00)  -0.540
O (3.81, -4.80, -1.15)  -0.598
H (2.40, -3.17, -1.29)  -0.385
H (3.85, -2.75, -0.64)  0.217
H (3.95, -1.98, -3.14)  0.317
H (3.35, -3.59, -3.59)  0.205
H (5.31, -4.40, -2.55)  0.348
H (4.72, -4.76, -0.84)  0.328
C (1.65, 4.50, -1.34)  0.155
C (2.70, 3.60, -2.08)  -0.545
O (2.31, 2.23, -1.87)  -0.279
O (2.07, 5.87, -1.27)  -0.596
H (1.42, 4.11, -0.35)  0.047
H (0.79, 4.59, -2.00)  0.092
H (3.74, 3.75, -1.78)  0.459
H (2.69, 3.78, -3.15)  0.283
H (3.04, 1.65, -2.09)  0.181
H (1.30, 6.45, -1.31)  0.342
C (-2.70, 0.95, 4.15)  -0.097
C (-1.84, 2.21, 4.02)  0.039
O (-1.59, 2.70, 5.29)  -0.583
O (-3.93, 1.12, 4.76)  -0.583
H (-2.10, 0.13, 4.56)  0.319
H (-2.85, 0.62, 3.12)  -0.088
H (-2.33, 2.91, 3.34)  0.211
H (-0.90, 2.05, 3.48)  -0.012
H (-2.46, 2.95, 5.60)  0.372
H (-3.73, 0.89, 5.67)  0.415
C (-3.87, 3.23, -0.69)  -0.863
C (-3.16, 2.64, 0.53)  -0.147
O (-2.73, 1.38, 0.12)  -0.226
O (-2.88, 3.47, -1.72)  -0.566
H (-4.48, 4.06, -0.34)  0.420
H (-4.67, 2.63, -1.12)  0.332
H (-3.79, 2.51, 1.41)  0.279
H (-2.24, 3.14, 0.83)  0.226
H (-3.51, 0.84, 0.03)  0.154
H (-2.67, 2.63, -2.13)  0.409
C (-1.18, 0.96, -3.99)  -0.459
C (-0.38, 2.29, -3.93)  -0.038
O (-1.01, 3.50, -4.03)  -0.592
O (-1.91, 0.94, -2.78)  -0.596
H (-0.59, 0.05, -3.91)  0.247
H (-1.89, 0.87, -4.80)  0.265
H (0.49, 2.18, -4.58)  0.438
H (0.11, 2.37, -2.96)  -0.074
H (-1.78, 3.57, -3.46)  0.426
H (-1.43, 0.45, -2.11)  0.207
C (0.76, -0.42, -0.43)  -0.097
C (0.56, 0.94, 0.19)  -0.424
O (-0.31, 0.89, 1.25)  0.208
O (-0.41, -0.84, -1.00)  0.357
H (1.26, -1.10, 0.26)  -0.050
H (1.46, -0.27, -1.25)  0.403
H (0.28, 1.74, -0.49)  -0.243
H (1.46, 1.42, 0.59)  0.262
H (-1.21, 0.91, 0.91)  -0.271
H (-0.78, -1.33, -0.26)  -0.107

***

Record 5
C23H47GeIrN6O5 | wB97M-V/def2-TZVPD

Properties
strongest force on any atom = 0.009 Eh/bohr
net charge = +4
2S+1 = 5
expectation value of S² = 6.018
ΔE to the lowest compared entry with this formula, charge and spin = 34.8 kcal/mol
frontier orbital gap (alpha / beta) = 8.10 / 5.60 eV
calculated total energy = -3789.1339 Ha

Last column: Mulliken charge in e.
Atoms and positions in Å:
Ir (0.13, 1.15, -0.84)  3.166
C (0.00, -0.12, 3.76)  -1.529
C (0.82, 0.93, 3.01)  1.223
C (2.27, 0.50, 2.77)  -1.076
C (0.96, 2.19, 3.88)  -1.734
O (0.21, 1.18, 1.74)  0.490
Ge (-0.97, 2.66, 1.45)  -0.104
O (0.26, 3.01, -0.09)  -1.113
C (0.91, 4.30, -0.50)  1.343
C (1.71, 4.02, -1.76)  -1.478
C (-0.21, 5.30, -0.74)  -1.512
C (1.81, 4.71, 0.65)  -1.554
O (-1.71, 1.47, 0.08)  -0.654
C (-2.92, 0.62, 0.17)  1.507
C (-3.83, 0.97, -0.99)  -1.652
C (-2.46, -0.83, 0.10)  -1.546
C (-3.58, 0.91, 1.51)  -1.920
H (0.46, -0.38, 4.71)  0.405
H (-0.16, -1.02, 3.17)  0.249
H (-0.98, 0.30, 3.97)  0.405
H (2.68, -0.14, 3.54)  0.444
H (2.93, 1.35, 2.56)  0.493
H (3.38, -0.37, 1.27)  0.509
H (1.60, 1.99, 4.74)  0.502
H (-0.01, 2.50, 4.27)  0.457
H (1.41, 3.01, 3.31)  0.430
H (1.06, 3.88, -2.62)  0.283
H (2.35, 3.14, -1.64)  0.311
H (2.36, 4.87, -1.97)  0.540
H (-0.93, 4.91, -1.45)  0.261
H (0.21, 6.22, -1.15)  0.493
H (-0.72, 5.56, 0.19)  0.424
H (2.64, 4.01, 0.79)  0.294
H (1.25, 4.78, 1.59)  0.380
H (2.24, 5.69, 0.46)  0.537
H (-3.40, 0.65, -1.94)  0.351
H (-4.02, 2.04, -1.02)  0.398
H (-4.79, 0.46, -0.88)  0.490
H (-1.82, -0.98, -0.78)  0.294
H (-3.32, -1.50, -0.03)  0.611
H (-1.92, -1.12, 1.00)  0.075
H (-3.93, 1.94, 1.57)  0.485
H (-2.90, 0.71, 2.34)  0.386
H (-4.45, 0.27, 1.64)  0.502
N (1.22, -0.94, -0.95)  -0.576
C (1.18, -2.05, 0.04)  0.488
C (1.94, -3.28, -0.53)  -1.041
C (2.11, -4.61, 0.22)  -1.167
C (0.92, -5.55, 0.44)  -1.006
N (0.34, -5.46, 1.78)  -0.067
C (-0.58, -6.34, 2.22)  0.674
N (-0.90, -6.39, 3.50)  -0.359
N (-1.22, -7.12, 1.35)  -0.320
C (1.77, -1.70, 1.39)  -0.018
O (1.82, -2.33, 2.36)  -0.342
O (2.42, -0.29, 1.44)  -0.384
H (0.82, -1.32, -1.81)  0.429
H (2.20, -0.76, -1.19)  0.385
H (0.13, -2.28, 0.26)  -0.058
H (2.95, -2.93, -0.76)  0.552
H (1.47, -3.48, -1.50)  0.510
H (2.65, -4.46, 1.16)  0.515
H (2.81, -5.15, -0.41)  0.428
H (1.30, -6.57, 0.28)  0.638
H (0.14, -5.37, -0.30)  0.535
H (0.97, -5.13, 2.50)  0.194
H (-0.38, -5.87, 4.19)  0.198
H (-1.52, -7.10, 3.86)  0.230
H (-0.90, -7.23, 0.40)  0.217
H (-1.89, -7.81, 1.67)  0.230
N (-0.80, 2.50, -6.82)  -0.364
C (-0.61, 2.16, -5.56)  0.932
C (0.52, 1.37, -5.18)  -0.768
C (0.68, 1.04, -3.88)  -0.327
N (-0.18, 1.42, -2.89)  -0.093
C (-1.25, 2.20, -3.25)  -0.683
C (-1.50, 2.57, -4.53)  -0.829
H (-0.17, 2.23, -7.55)  0.237
H (-1.59, 3.07, -7.10)  0.247
H (1.24, 1.04, -5.92)  0.415
H (1.55, 0.47, -3.57)  0.419
H (-1.90, 2.51, -2.45)  0.637
H (-2.36, 3.19, -4.76)  0.427